# 1
{"formula": "C21H38ClCs2KN4O13PS3", "method": "the ωB97M-V functional and the def2-TZVPD basis", "relative_energy_kj_mol": 0.00, "charge": -1, "homo_ha": -0.051, "elements": ["Cs", "Cs", "K", "Cl", "S", "S", "S", "P", "O", "O", "O", "O", "O", "O", "O", "O", "O", "O", "O", "O", "O", "N", "N", "N", "N", "C", "C", "C", "C", "C", "C", "C", "C", "C", "C", "C", "C", "C", "C", "C", "C", "C", "C", "C", "C", "C", "H", "H", "H", "H", "H", "H", "H", "H", "H", "H", "H", "H", "H", "H", "H", "H", "H", "H", "H", "H", "H", "H", "H", "H", "H", "H", "H", "H", "H", "H", "H", "H", "H", "H", "H", "H", "H", "H"], "coordinates": [[-3.686, 2.088, 3.762], [-2.049, -4.122, -3.921], [6.066, -1.280, -1.755], [-1.532, -3.715, 5.726], [2.534, -3.668, -4.418], [0.599, 2.637, 1.047], [4.066, -1.031, 0.352], [-0.893, -6.451, -4.953], [1.130, -3.725, -4.524], [4.580, -1.925, 1.329], [3.152, 0.045, 0.986], [-4.366, -3.669, 8.543], [0.621, -6.559, -5.270], [-1.061, -5.829, -3.514], [-1.559, -7.827, -4.981], [-1.577, -5.509, -5.977], [5.152, -0.381, -0.321], [3.165, -2.909, -3.341], [-7.273, 3.497, 0.913], [-5.065, -1.706, 8.030], [3.141, -3.146, -5.794], [-4.164, -2.523, 8.216], [1.382, 0.464, 2.487], [6.512, 3.414, -4.813], [-0.979, 2.073, 6.968], [4.819, 3.885, -1.558], [3.135, -5.301, -4.457], [-7.934, 3.807, -0.319], [-2.779, -2.093, 8.024], [6.256, 4.297, -4.129], [-9.046, 2.804, -0.582], [1.148, 1.512, 1.940], [-0.360, 1.623, 5.891], [-2.337, 0.654, 5.012], [2.052, -0.595, 1.717], [-2.286, 1.816, 7.081], [1.629, -2.177, -0.252], [-8.467, 5.231, -0.281], [2.602, -1.923, -6.327], [5.959, 5.410, -3.240], [3.046, -1.897, -0.763], [1.056, -1.213, 0.790], [3.117, -0.685, -5.617], [-3.007, 1.115, 6.141], [5.901, 4.934, -1.783], [-0.990, 0.906, 4.876], [4.221, -5.277, -4.562], [-2.263, -2.246, 8.967], [5.009, 2.990, -2.150], [5.006, 5.850, -3.538], [-9.543, 3.004, -1.531], [-0.436, 0.557, 4.020], [-9.793, 2.848, 0.216], [-8.649, 1.790, -0.604], [-8.948, 5.498, -1.222], [2.783, 0.211, -6.141], [-2.784, -1.050, 7.744], [1.061, -2.067, -1.160], [3.532, -2.843, -0.934], [-7.659, 5.937, -0.091], [0.700, 1.843, 5.836], [-4.071, 0.932, 6.280], [-7.925, 3.565, 1.618], [5.717, 5.792, -1.137], [-2.298, -2.731, 7.138], [6.732, 6.167, -3.368], [-2.765, 2.195, 7.975], [0.462, -0.461, 0.293], [2.749, -0.638, -4.592], [2.630, -5.813, -5.284], [0.373, -1.765, 1.421], [-7.174, 3.721, -1.095], [-2.862, 0.100, 4.253], [1.513, -1.971, -6.310], [4.207, -0.689, -5.579], [-9.198, 5.341, 0.524], [1.563, -3.209, 0.043], [6.872, 4.525, -1.500], [2.842, -5.764, -3.518], [3.003, -1.358, -1.695], [2.910, -1.912, -7.369], [3.833, 4.267, -1.824], [4.791, 3.586, -0.510], [2.451, -1.281, 2.443]]}


# 2
{"formula": "C21H38N3O4P", "method": "the ωB97M-V functional and the def2-TZVPD basis", "charge": 1, "multiplicity": 2, "s2": 0.75, "homo_ha": [-0.379, -0.416], "elements": ["P", "O", "O", "O", "O", "N", "N", "N", "C", "C", "C", "C", "C", "C", "C", "C", "C", "C", "C", "C", "C", "C", "C", "C", "C", "C", "C", "C", "C", "H", "H", "H", "H", "H", "H", "H", "H", "H", "H", "H", "H", "H", "H", "H", "H", "H", "H", "H", "H", "H", "H", "H", "H", "H", "H", "H", "H", "H", "H", "H", "H", "H", "H", "H", "H", "H", "H"], "coordinates": [[-1.978, -1.987, 2.471], [0.600, 0.408, 4.130], [-0.952, 3.391, -1.144], [0.781, -1.814, 4.503], [-2.911, -0.856, 2.341], [-1.805, 2.510, -1.535], [0.776, -1.577, -0.372], [2.972, -0.770, -0.676], [3.599, -3.760, 0.509], [-3.666, 3.948, -2.320], [-4.565, 3.388, -1.218], [1.879, -0.708, 1.535], [-2.560, 2.978, -2.744], [0.671, -0.707, 3.731], [4.448, -4.876, 1.121], [4.446, -0.543, 1.974], [-0.400, -1.622, 1.650], [-3.165, 1.800, -3.522], [-1.591, 3.667, -3.697], [1.878, -1.018, 0.174], [3.524, -1.989, -1.344], [-1.694, 1.806, 0.825], [-2.600, 1.973, -0.386], [3.033, -0.010, 2.210], [-3.160, 0.572, -0.718], [-0.332, -1.891, 0.307], [-3.737, 2.930, -0.019], [4.380, -2.877, -0.463], [0.720, -1.038, 2.257], [2.743, -2.609, -1.806], [-1.304, 2.754, 1.187], [-4.187, 0.590, -1.079], [4.759, -0.419, 0.945], [-1.156, -2.318, -0.246], [-2.403, 1.049, -3.740], [-2.251, 1.345, 1.638], [-4.375, 2.442, 0.722], [-5.265, 4.159, -0.895], [-3.991, 1.313, -3.014], [4.936, -4.516, 2.025], [-3.150, -0.055, 0.172], [-0.842, 1.157, 0.587], [-2.122, 3.930, -4.611], [-0.763, 3.006, -3.959], [-3.310, 3.812, 0.468], [0.117, -1.808, 5.210], [2.862, 0.046, 3.279], [3.204, -3.154, 1.331], [-3.553, 2.166, -4.472], [0.804, -1.788, -1.363], [-1.179, 4.578, -3.272], [-2.548, 0.069, -1.473], [4.135, -1.611, -2.160], [4.911, -3.548, -1.144], [-5.176, 2.567, -1.603], [5.199, -5.240, 0.424], [3.811, -5.705, 1.423], [5.123, 0.057, 2.581], [2.664, -0.162, -1.431], [5.155, -2.303, 0.041], [2.720, -4.155, -0.011], [-1.728, -2.359, 3.799], [-2.532, -3.140, 1.888], [3.008, 1.023, 1.851], [4.564, -1.576, 2.298], [-3.210, 4.879, -1.970], [-4.260, 4.202, -3.200]]}


# 3
{"formula": "C21H39CoNP2", "method": "the ωB97M-V functional and the def2-TZVPD basis", "relative_energy_kj_mol": 61.42, "charge": 0, "multiplicity": 4, "s2": 3.77, "homo_ha": [-0.221, -0.222], "elements": ["Co", "P", "P", "N", "C", "C", "C", "C", "C", "C", "C", "C", "C", "C", "C", "C", "C", "C", "C", "C", "C", "C", "C", "C", "C", "H", "H", "H", "H", "H", "H", "H", "H", "H", "H", "H", "H", "H", "H", "H", "H", "H", "H", "H", "H", "H", "H", "H", "H", "H", "H", "H", "H", "H", "H", "H", "H", "H", "H", "H", "H", "H", "H", "H"], "coordinates": [[-0.117, -0.338, 0.478], [0.388, -2.417, 1.279], [-0.288, 2.332, 0.885], [-0.040, 0.420, 2.658], [1.185, 0.183, -4.415], [-1.827, 0.126, -3.963], [-0.863, 1.059, 4.683], [-2.024, 2.853, 0.672], [0.448, 1.112, -3.524], [0.811, -1.741, -2.655], [-0.529, -1.737, -2.769], [2.381, 1.243, 3.023], [0.869, 3.717, 1.060], [0.455, -2.893, 3.012], [0.022, 0.676, -1.027], [-1.179, 0.481, 3.440], [-1.018, -3.423, 0.667], [0.485, 1.396, 4.659], [0.298, 2.111, -0.831], [1.982, -3.001, 0.648], [1.685, -1.160, -3.730], [-0.911, 1.142, -3.357], [-1.223, -1.301, -4.059], [0.987, 1.011, 3.395], [-2.518, -0.009, 3.138], [2.543, 2.239, 2.577], [-2.743, 0.020, -3.350], [-1.422, 1.963, -2.840], [-2.705, -0.186, 2.075], [-1.218, -2.256, -2.082], [-3.262, 0.720, 3.495], [-1.619, 1.211, 5.443], [1.346, -2.351, -1.929], [-1.266, -4.156, 1.435], [1.861, 3.328, 0.809], [1.250, -3.657, 2.975], [-2.329, 3.343, 1.601], [-0.589, -1.378, -4.956], [0.584, 4.485, 0.329], [-2.128, 0.484, -4.961], [-1.844, -2.707, 0.550], [2.686, -0.937, -3.327], [0.874, 4.107, 2.079], [-0.481, -3.332, 3.376], [1.390, 2.259, -0.860], [2.601, -2.105, 0.442], [0.771, 0.200, -1.664], [0.741, -2.054, 3.662], [1.845, -3.565, -0.284], [-0.776, -3.912, -0.279], [0.660, -0.035, -5.366], [-0.199, 2.773, -1.548], [2.817, 0.470, 2.389], [-2.704, -0.941, 3.695], [2.536, -3.632, 1.366], [-0.941, 0.405, -1.479], [1.826, -1.894, -4.539], [2.972, 1.263, 3.957], [2.116, 0.724, -4.656], [-2.673, 1.980, 0.529], [-2.074, -1.987, -4.186], [-2.119, 3.540, -0.177], [1.102, 1.857, -3.070], [1.112, 1.870, 5.402]]}